DFT (wB97M-V/def2-TZVPD) results for a cluster of 2 separate species, C5H10O2 in total.

Element x y z (Å)
C: -2.104 -0.186 1.097
O: -1.361 1.044 1.012
C: -1.533 1.726 -0.084
C: 0.949 0.364 -1.238
C: 1.630 0.243 0.103
C: 1.450 -0.958 -0.776
O: 0.468 -1.902 -0.440
H: -2.995 -0.104 0.473
H: -2.356 -0.333 2.148
H: -1.453 -0.987 0.733
H: -0.134 0.488 -1.257
H: -0.805 2.565 0.044
H: 1.472 0.874 -2.041
H: 2.626 0.660 0.222
H: 0.996 0.309 0.984
H: 2.328 -1.375 -1.270
H: 0.820 -2.430 0.288

Summary:
Electronic energy = -346.8256 a.u.
Energy relative to the best compared isomer or geometry (same formula, charge and spin) = 125.4 kcal/mol
E_HOMO = -8.6 eV

Listed below, in e, are the Mulliken charges computed for each atom: number 1, C, carries -0.410; number 2, O, carries -0.128; number 3, C, carries -0.439; number 4, C, carries -0.581; number 5, C, carries -0.443; number 6, C, carries 0.073; number 7, O, carries -0.536; number 8, H, carries 0.348; number 9, H, carries 0.254; number 10, H, carries 0.146; number 11, H, carries 0.210; number 12, H, carries 0.210; number 13, H, carries 0.248; number 14, H, carries 0.259; number 15, H, carries 0.132; number 16, H, carries 0.339; number 17, H, carries 0.319